337
Properties=species:S:1:pos:R:3 method="wB97M-V/def2-TZVPD" total_energy_ev=-151767.221
C 12.48169 28.18853 21.66701
O 12.32626 26.83124 21.84623
C 11.74975 26.54224 23.08607
C 11.41782 25.07032 23.17222
O 12.66372 24.41966 23.32809
C 12.58865 23.05898 22.97899
C 13.22726 22.82817 21.62578
O 12.39030 23.17490 20.51298
C 11.23275 22.33965 20.20910
H 13.33960 28.53415 22.23598
H 11.51813 28.68721 21.89152
H 12.60912 28.47011 20.61245
H 10.85795 27.17546 23.26328
H 12.48659 26.73878 23.88560
H 10.91709 24.68764 22.28182
H 10.78255 24.92241 24.11146
H 11.61923 22.57073 23.03671
H 13.29705 22.57226 23.67401
H 13.55178 21.77331 21.54899
H 14.08134 23.44772 21.49189
H 10.33238 22.77932 20.51795
H 11.29097 21.36310 20.68663
H 11.22902 22.23700 19.12506
C 23.60487 24.73344 28.86715
O 22.58172 24.53315 27.95867
C 21.28998 24.52691 28.56440
C 20.19147 24.38387 27.51437
O 20.07649 23.11209 26.91036
C 21.12042 22.83714 25.97275
C 20.84464 21.43260 25.51884
O 19.60389 21.42612 24.74849
C 19.65526 20.07377 24.17422
H 23.42077 25.73320 29.35165
H 24.49627 24.78810 28.25532
H 23.64553 23.96623 29.66457
H 21.09071 25.53207 29.02303
H 21.34780 23.74360 29.32407
H 20.30210 25.16774 26.75743
H 19.26498 24.60429 28.02031
H 22.12605 22.87417 26.40293
H 21.03502 23.62034 25.19079
H 20.76209 20.80594 26.39911
H 21.63111 21.10250 24.82151
H 20.46482 19.98742 23.42993
H 18.72085 19.83836 23.62564
H 19.81013 19.37050 25.00894
C 22.21076 21.54436 17.62982
O 20.80182 21.61928 17.61065
C 20.14891 21.35682 16.37588
C 18.78686 20.93743 16.77521
O 18.78378 19.60916 17.22697
C 17.44848 19.08930 17.59860
C 17.44561 17.60361 17.64076
O 17.19414 16.88087 16.41147
C 18.23663 17.13343 15.48270
H 22.62817 22.16520 16.81562
H 22.55653 20.51278 17.53492
H 22.54882 21.84568 18.58282
H 20.56072 20.44821 15.90649
H 20.20152 22.20421 15.72111
H 18.14637 21.00094 15.87783
H 18.37856 21.62532 17.50321
H 16.63624 19.39487 16.87182
H 17.16848 19.42488 18.62219
H 16.62826 17.33329 18.31660
H 18.32837 17.19682 18.08493
H 18.25684 16.54806 14.56801
H 19.21651 17.07381 15.93004
H 18.15581 18.17868 15.13676
C 19.79197 15.75442 24.78923
O 18.70414 15.21959 25.53437
C 19.04571 14.71469 26.79099
C 17.84776 13.91329 27.38916
O 16.92303 14.73379 28.05808
C 16.00926 15.44816 27.24974
C 15.22591 16.36752 28.17097
O 14.18211 15.60962 28.80795
C 14.59766 15.23261 30.11675
H 20.16431 16.67536 25.24780
H 19.48558 15.89707 23.75900
H 20.57403 14.96488 24.74524
H 19.28651 15.50849 27.49604
H 19.91768 14.06250 26.74244
H 18.24025 13.18577 28.11026
H 17.38695 13.34569 26.53060
H 15.29355 14.66663 26.88745
H 16.50061 15.92587 26.41339
H 14.75212 17.24841 27.68243
H 15.93924 16.81425 28.88854
H 14.80479 16.16774 30.69823
H 15.53479 14.66023 30.06927
H 13.76253 14.65008 30.48714
C 28.11123 12.99621 26.43091
O 26.85654 13.19944 25.75547
C 25.73210 13.07579 26.57387
C 24.57707 13.81096 25.91196
O 24.08859 13.11911 24.80731
C 24.38370 13.55214 23.48863
C 23.62255 14.81930 23.01442
O 24.31576 15.92684 23.52151
C 23.73029 17.11581 23.07135
H 28.24552 12.02330 26.90924
H 28.20452 13.69671 27.24480
H 28.88837 13.15818 25.67114
H 25.90855 13.65807 27.52973
H 25.56228 12.03707 26.79557
H 24.85796 14.85805 25.64789
H 23.72760 13.83572 26.66701
H 24.02151 12.68357 22.90561
H 25.44201 13.69958 23.33382
H 22.56971 14.75774 23.37844
H 23.60058 14.87545 21.92715
H 22.64206 17.16804 23.24422
H 23.95574 17.25636 22.01360
H 24.17336 17.91805 23.66344
C 14.09388 12.69508 24.72692
O 14.43195 13.28060 23.52767
C 15.77594 13.78676 23.48436
C 15.99893 13.94034 21.95557
O 15.56385 15.20093 21.42305
C 14.18543 15.15746 21.11550
C 13.80055 16.42285 20.36339
O 13.99817 17.59126 21.15699
C 13.82820 18.81508 20.45528
H 14.79837 11.82747 24.92265
H 13.04432 12.34072 24.73505
H 14.27953 13.38861 25.56948
H 16.48018 13.16209 24.00161
H 15.85773 14.78324 24.01228
H 15.52669 13.03723 21.41475
H 17.02246 13.88677 21.70306
H 13.56916 14.99390 22.02354
H 13.95737 14.27092 20.47926
H 12.74369 16.36291 20.06092
H 14.45917 16.54299 19.45412
H 12.73218 19.05239 20.17865
H 14.39193 18.85784 19.55991
H 14.15272 19.65138 21.09301
C 15.96239 19.64411 23.17541
O 16.83544 19.04488 22.22382
C 17.21313 17.71943 22.58491
C 18.20120 17.11739 21.63852
O 19.47696 17.78123 21.69910
C 19.63812 18.83356 20.72100
C 21.13226 19.21901 20.63876
O 21.86028 18.06616 20.30154
C 22.24198 17.92607 18.95385
H 14.96992 19.20674 23.01614
H 15.88365 20.71651 22.92344
H 16.35608 19.57381 24.20269
H 16.31656 17.12767 22.71973
H 17.75679 17.81831 23.53422
H 17.76757 17.07296 20.59575
H 18.30473 16.07790 21.92703
H 19.04689 19.72254 20.99808
H 19.30597 18.49786 19.74349
H 21.53952 19.39314 21.63626
H 21.33513 20.04256 19.89674
H 22.99142 18.68192 18.67005
H 21.34889 18.07612 18.29345
H 22.71942 16.97514 18.69406
C 25.55320 20.12331 20.74135
C 25.79719 19.58417 19.33892
N 25.51464 20.58429 18.21830
C 25.79730 19.93310 17.00146
C 25.75644 20.88844 15.79180
C 26.29692 21.76785 18.44828
C 27.79288 21.59284 18.59303
H 25.68428 19.23760 21.42568
H 24.57454 20.58183 20.91753
H 26.38064 20.79386 21.09547
H 26.83928 19.28184 19.21268
H 25.18552 18.68013 19.18124
H 26.79726 19.53882 17.08888
H 25.04924 19.06882 16.93498
H 25.99536 20.39877 14.79864
H 24.79095 21.40906 15.73947
H 26.51830 21.67198 15.90661
H 25.92684 22.21012 19.45207
H 26.12867 22.48850 17.68757
H 28.23353 21.06518 17.74917
H 28.02851 21.19525 19.60210
H 28.34481 22.55100 18.59077
C 20.76395 15.15572 13.10759
C 21.61422 15.20248 14.35433
N 22.22626 16.50497 14.50177
C 23.29877 16.90117 13.56734
C 23.43510 18.43822 13.47926
C 22.56560 16.74093 15.85555
C 23.58149 15.75566 16.31922
H 20.01307 15.91550 13.07875
H 20.30354 14.16542 12.92532
H 21.37000 15.43132 12.25312
H 21.07479 14.95943 15.27732
H 22.30396 14.38909 14.22904
H 24.26393 16.49290 13.81520
H 23.12287 16.48043 12.59571
H 22.42223 18.85511 13.39984
H 23.88027 18.86942 14.36814
H 23.95359 18.76250 12.57027
H 21.63865 16.57887 16.44488
H 22.80373 17.81304 16.00677
H 23.16104 14.77235 16.34467
H 23.96735 16.01427 17.28064
H 24.50503 15.86761 15.71971
C 20.07447 24.91134 21.00136
C 21.29418 24.07810 20.49339
N 22.59104 24.46912 21.01391
C 22.79305 24.13184 22.41073
C 22.91022 22.70244 22.89274
C 23.69081 24.17484 20.16976
C 23.76717 25.14723 18.99862
H 19.22867 24.74217 20.35653
H 20.35342 25.98225 21.08167
H 19.72589 24.52175 21.91448
H 21.04428 23.01821 20.44992
H 21.39739 24.36680 19.48916
H 23.73156 24.64860 22.67690
H 21.97845 24.66613 22.97480
H 23.72996 22.20693 22.39829
H 23.05672 22.67759 23.97740
H 22.01432 22.11041 22.70214
H 23.75922 23.13789 19.74491
H 24.60349 24.32980 20.73037
H 22.85406 25.12775 18.39291
H 24.56709 24.86352 18.34282
H 23.92972 26.18750 19.29026
C 13.94340 20.90456 17.53708
C 14.39103 22.02021 18.50087
N 15.78787 22.42515 18.24306
C 16.43998 22.97008 19.39831
C 16.98014 21.97460 20.34551
C 15.95999 23.23394 17.04980
C 15.25009 24.64514 17.08031
H 12.97369 20.48254 17.86070
H 14.64118 20.06039 17.53940
H 13.75774 21.25683 16.57309
H 13.69889 22.89234 18.53693
H 14.41004 21.57673 19.48188
H 15.73261 23.56050 19.98050
H 17.28222 23.60890 19.04081
H 17.18312 22.39150 21.34431
H 17.91615 21.62487 19.93024
H 16.37567 21.10790 20.41450
H 17.02475 23.35501 16.89168
H 15.60243 22.69198 16.18140
H 14.19615 24.47246 17.28145
H 15.61726 25.17341 17.95105
H 15.42343 25.17714 16.11457
C 19.47054 12.41762 22.05106
C 20.37468 13.51797 21.43990
N 20.35100 13.51372 19.99571
C 19.11440 14.10036 19.45035
C 18.71840 13.66048 18.08320
C 21.50548 14.17286 19.44363
C 22.73323 13.33660 19.36148
H 19.33853 12.60125 23.14060
H 19.80216 11.44998 21.89999
H 18.42825 12.44444 21.65682
H 19.99722 14.49879 21.65634
H 21.37480 13.46538 21.79462
H 18.32835 13.82988 20.14605
H 19.06507 15.21058 19.47244
H 18.63948 12.55173 17.96488
H 17.78820 14.07177 17.73728
H 19.48647 14.03637 17.36994
H 21.62953 15.11824 20.00563
H 21.21266 14.52877 18.47653
H 22.52194 12.33899 19.00937
H 23.14502 13.21305 20.36720
H 23.42048 13.79036 18.61746
C 11.56783 19.07115 23.56381
C 12.27234 19.29150 24.88881
N 12.13834 18.21901 25.90538
C 10.84509 18.23888 26.57044
C 10.62794 17.29695 27.73791
C 12.40160 16.86475 25.32589
C 13.80480 16.82647 24.69825
H 10.50355 19.03971 23.71364
H 11.92010 18.19225 23.00531
H 11.85232 19.91066 22.89770
H 13.32050 19.45434 24.65564
H 11.81076 20.20688 25.30021
H 10.75402 19.23378 26.96501
H 9.99659 18.11114 25.84505
H 10.44141 16.24997 27.43298
H 11.46305 17.38844 28.45001
H 9.74794 17.63229 28.31314
H 11.61575 16.70767 24.52997
H 12.37198 16.13757 26.10978
H 14.53627 17.21384 25.43964
H 13.91437 17.36642 23.73536
H 14.10061 15.79108 24.48902
C 15.88794 25.99880 22.12384
C 15.63562 26.09445 23.59403
N 16.77113 25.84971 24.44075
C 17.86842 26.83222 24.22467
C 17.33990 28.30487 24.22855
C 17.33137 24.51935 24.32428
C 16.22053 23.47937 24.45239
H 16.59215 25.20810 21.79409
H 16.37101 26.91612 21.72719
H 14.89224 25.95778 21.66012
H 15.29767 27.10680 23.86117
H 14.79007 25.42432 23.89396
H 18.53387 26.59931 25.02427
H 18.36901 26.70268 23.25887
H 18.20428 28.92673 24.20955
H 16.84801 28.63234 23.34225
H 16.78946 28.50225 25.16080
H 18.06372 24.34869 25.15805
H 17.89720 24.41008 23.39673
H 16.70509 22.53400 24.60507
H 15.69124 23.28253 23.51195
H 15.53344 23.75515 25.24960
C 18.29772 18.91372 27.31747
C 17.87303 20.35583 27.17044
N 16.65393 20.70818 27.86425
C 16.67525 22.12514 28.10050
C 17.45879 22.39672 29.34588
C 15.49294 20.24322 27.12085
C 14.16688 20.40545 27.87585
H 19.32461 18.78025 27.14660
H 17.78435 18.27969 26.62872
H 18.09534 18.53286 28.29285
H 18.65607 20.91365 27.65419
H 17.79367 20.65291 26.09969
H 15.64240 22.38957 28.33492
H 16.99591 22.69325 27.24354
H 16.93879 21.90497 30.16469
H 17.64916 23.39974 29.57234
H 18.43059 21.93024 29.19506
H 15.38441 20.69445 26.12297
H 15.66391 19.15375 26.92386
H 13.43793 19.82306 27.24465
H 14.25118 19.96264 28.88524
H 13.79331 21.44574 28.01868